1.
Molecular formula: C40H112O16
Method: DFT, ωB97M-V/def2-TZVPD

Computed properties:
Gap between HOMO and LUMO: 10.280 eV
Lowest unoccupied orbital energy: 0.0236 Ha

Last column: Mulliken charge in e.
Atoms and positions in Å:
C (3.462, 3.983, -1.221)  -0.47
C (3.471, 3.869, 0.257)  -0.49
O (2.648, 2.862, 0.833)  -0.15
H (2.477, 4.300, -1.571)  -0.01
H (3.719, 3.046, -1.685)  0.08
H (4.140, 4.783, -1.522)  0.44
H (3.168, 4.879, 0.658)  0.21
H (4.505, 3.645, 0.604)  0.30
H (1.739, 2.965, 0.564)  0.07
C (6.247, -1.487, 0.802)  -1.26
C (4.986, -0.754, 0.399)  0.77
O (4.865, -0.913, -0.988)  -0.63
H (7.026, -1.467, 0.013)  0.33
H (6.030, -2.493, 1.081)  0.30
H (6.603, -1.085, 1.773)  0.35
H (4.902, 0.312, 0.676)  0.14
H (4.099, -1.109, 0.798)  -0.32
H (3.968, -1.067, -1.324)  0.17
C (-2.789, -3.899, -2.805)  -1.91
C (-2.347, -2.540, -2.402)  1.31
O (-2.509, -1.647, -3.552)  -0.67
H (-3.863, -3.983, -2.856)  0.39
H (-2.396, -4.635, -2.064)  0.36
H (-2.465, -4.188, -3.806)  0.41
H (-1.391, -2.538, -1.992)  -0.30
H (-3.062, -2.117, -1.652)  0.15
H (-2.927, -0.866, -3.170)  0.31
C (-3.529, -1.834, 1.905)  -0.29
C (-3.373, -3.135, 1.099)  0.10
O (-3.035, -4.354, 1.808)  -0.56
H (-2.581, -1.434, 2.320)  -0.25
H (-4.294, -2.011, 2.666)  0.43
H (-3.994, -0.995, 1.333)  0.11
H (-2.620, -2.933, 0.339)  -0.28
H (-4.292, -3.444, 0.601)  0.35
H (-2.258, -4.174, 2.361)  0.24
C (-0.100, 6.316, 3.358)  -1.02
C (-1.431, 5.550, 3.736)  -0.25
O (-1.940, 4.905, 2.555)  -0.65
H (0.343, 6.767, 4.191)  0.46
H (-0.396, 7.086, 2.654)  0.27
H (0.571, 5.567, 2.881)  0.14
H (-2.111, 6.231, 4.204)  0.37
H (-1.207, 4.777, 4.477)  0.26
H (-2.212, 5.523, 1.849)  0.31
C (-2.022, 1.641, -6.950)  -0.70
C (-2.340, 2.753, -6.031)  -0.32
O (-2.269, 2.375, -4.714)  -0.40
H (-1.990, 1.926, -8.027)  0.42
H (-2.802, 0.818, -6.911)  0.22
H (-0.990, 1.329, -6.646)  -0.09
H (-3.349, 3.155, -6.206)  0.40
H (-1.564, 3.518, -6.186)  0.20
H (-1.420, 2.026, -4.543)  -0.03
C (1.168, -1.090, -6.457)  -0.91
C (0.019, -1.737, -5.755)  -0.35
O (0.055, -1.212, -4.413)  -0.29
H (2.102, -1.214, -5.850)  0.16
H (1.008, -0.009, -6.470)  -0.05
H (1.385, -1.347, -7.494)  0.51
H (0.248, -2.759, -5.626)  0.30
H (-0.975, -1.614, -6.171)  0.41
H (-0.867, -1.370, -4.135)  -0.05
C (-1.014, 1.617, 4.365)  -0.31
C (-2.333, 1.897, 3.724)  -0.71
O (-2.223, 2.272, 2.338)  -0.38
H (-1.104, 1.249, 5.433)  0.45
H (-0.348, 2.483, 4.370)  0.25
H (-0.391, 0.856, 3.831)  -0.36
H (-2.791, 2.674, 4.336)  0.23
H (-2.965, 1.082, 3.707)  0.52
H (-2.119, 3.205, 2.407)  0.42
C (0.451, -0.028, 0.601)  -1.07
C (0.198, 0.940, -0.554)  0.66
C (-0.851, 0.574, -1.573)  1.72
O (-0.094, 2.273, -0.019)  0.87
H (-0.469, -0.344, 1.147)  -0.14
H (1.055, 0.558, 1.308)  0.30
H (0.937, -0.969, 0.311)  0.04
H (1.168, 0.995, -1.011)  -0.11
H (-0.503, -0.250, -2.161)  -0.66
H (-0.934, 1.448, -2.201)  -0.73
H (-1.709, 0.336, -1.028)  -0.21
H (-0.684, 2.175, 0.712)  -0.44
C (2.256, -5.729, 2.774)  -1.09
C (1.580, -5.868, 4.162)  0.87
C (2.087, -6.911, 5.097)  -1.63
O (1.582, -4.627, 4.797)  -0.36
H (3.254, -5.276, 2.744)  0.27
H (1.646, -5.098, 2.063)  0.06
H (2.278, -6.688, 2.254)  0.45
H (0.517, -6.091, 3.946)  0.04
H (3.181, -6.786, 5.220)  0.40
H (1.984, -7.924, 4.567)  0.36
H (1.554, -6.955, 6.060)  0.42
H (2.106, -4.639, 5.615)  0.24
C (3.438, -2.144, 5.022)  -0.69
C (3.300, -0.633, 5.097)  0.03
C (2.627, -0.144, 3.787)  0.09
O (2.443, -0.338, 6.248)  -0.54
H (3.983, -2.407, 4.147)  0.31
H (2.384, -2.595, 4.864)  -0.23
H (3.823, -2.695, 5.951)  0.42
H (4.278, -0.219, 5.198)  0.51
H (3.030, -0.537, 2.835)  -0.36
H (2.742, 0.954, 3.699)  0.42
H (1.593, -0.515, 3.794)  -0.21
H (2.772, 0.473, 6.662)  0.30
C (3.266, -4.137, -2.830)  -1.62
C (1.937, -3.499, -2.323)  0.88
C (1.651, -3.872, -0.901)  -1.13
O (2.046, -2.079, -2.514)  0.41
H (3.505, -3.756, -3.817)  0.39
H (3.152, -5.252, -2.863)  0.38
H (4.083, -3.859, -2.213)  0.34
H (1.133, -3.848, -2.979)  0.13
H (2.505, -3.370, -0.354)  0.05
H (1.841, -4.949, -0.716)  0.46
H (0.687, -3.674, -0.435)  0.28
H (1.365, -1.629, -3.069)  -0.28
C (-1.550, 4.571, -1.894)  -0.91
C (-1.339, 5.597, -0.761)  1.40
C (-0.657, 6.889, -1.251)  -1.55
O (-2.527, 5.924, -0.023)  -0.73
H (-2.413, 4.854, -2.521)  0.54
H (-1.584, 3.546, -1.586)  -0.15
H (-0.740, 4.650, -2.597)  0.12
H (-0.609, 5.117, -0.065)  -0.18
H (0.388, 6.679, -1.528)  0.29
H (-0.580, 7.707, -0.517)  0.39
H (-1.161, 7.289, -2.180)  0.33
H (-3.082, 5.118, 0.028)  0.32
C (-5.902, 0.178, -2.019)  -1.31
C (-4.820, 1.247, -2.081)  0.60
C (-4.248, 1.586, -0.719)  0.06
O (-3.849, 0.730, -3.001)  -0.35
H (-5.499, -0.856, -2.143)  0.19
H (-6.692, 0.337, -2.774)  0.30
H (-6.394, 0.038, -1.011)  0.35
H (-5.202, 2.105, -2.541)  0.43
H (-3.900, 0.701, -0.164)  -0.60
H (-5.052, 2.103, -0.171)  0.63
H (-3.337, 2.180, -0.826)  -0.42
H (-3.557, 1.411, -3.629)  0.06
C (-2.982, -3.759, 5.542)  -1.41
C (-1.816, -2.886, 5.051)  1.46
C (-0.903, -2.429, 6.191)  -1.35
O (-1.152, -3.684, 4.153)  -0.09
H (-3.656, -3.351, 6.318)  0.38
H (-2.516, -4.706, 5.886)  0.29
H (-3.701, -4.066, 4.688)  0.27
H (-2.334, -2.003, 4.551)  -0.42
H (-0.388, -3.299, 6.671)  0.31
H (-1.402, -1.880, 6.946)  0.45
H (-0.162, -1.745, 5.685)  0.18
H (-0.265, -3.926, 4.463)  -0.09
C (2.894, 1.411, -4.432)  -1.73
C (1.673, 2.196, -4.048)  2.50
C (1.687, 3.520, -4.756)  -1.73
O (0.414, 1.512, -4.339)  0.85
H (2.937, 0.467, -3.846)  0.14
H (3.740, 1.985, -4.221)  0.67
H (2.829, 1.171, -5.497)  0.33
H (1.650, 2.357, -2.943)  -0.97
H (0.777, 4.046, -4.656)  0.37
H (1.799, 3.403, -5.883)  0.35
H (2.520, 4.229, -4.448)  0.33
H (0.532, 0.560, -4.338)  -0.67

***

2.
Molecular formula: C18H21FN2O3
Method: DFT, ωB97M-V/def2-TZVPD

Computed properties:
Gap between HOMO and LUMO: 9.452 eV
Structure (SMILES): CC1=C(C(=O)OC2CCCCC2)[C@@H](c2ccccc2F)NC(=O)N1
Lowest unoccupied orbital energy: 0.0261 Ha

Last column: Mulliken charge in e.
Atoms and positions in Å:
C (0.597, -2.407, 1.534)  -1.42
C (1.550, -1.766, 0.582)  1.43
C (1.245, -0.927, -0.424)  -0.18
C (-0.104, -0.566, -0.900)  -0.04
O (-0.370, -0.445, -2.072)  -0.63
O (-0.984, -0.379, 0.090)  -0.35
C (-2.306, 0.033, -0.286)  0.17
C (-2.869, 0.882, 0.847)  -0.64
C (-4.289, 1.327, 0.511)  -0.71
C (-5.182, 0.117, 0.251)  -0.60
C (-4.611, -0.734, -0.879)  -0.80
C (-3.192, -1.184, -0.546)  -0.67
H (-2.773, -1.764, -1.371)  0.40
H (-3.200, -1.814, 0.347)  0.26
H (-5.243, -1.608, -1.045)  0.35
H (-4.595, -0.150, -1.801)  0.35
H (-6.189, 0.449, -0.007)  0.32
H (-5.250, -0.484, 1.161)  0.31
H (-4.691, 1.920, 1.334)  0.34
H (-4.267, 1.959, -0.380)  0.34
H (-2.223, 1.747, 1.005)  0.33
H (-2.869, 0.289, 1.764)  0.26
H (-2.223, 0.626, -1.205)  0.33
C (2.390, -0.363, -1.248)  0.08
N (3.430, -1.358, -1.341)  -0.19
C (3.801, -2.115, -0.281)  -0.03
O (4.827, -2.757, -0.222)  -0.67
N (2.872, -2.139, 0.751)  -0.09
H (3.093, -2.784, 1.497)  0.31
H (4.097, -1.289, -2.093)  0.25
C (2.871, 0.926, -0.593)  0.13
C (2.068, 2.063, -0.606)  0.54
C (2.443, 3.246, 0.001)  -0.77
C (3.662, 3.312, 0.652)  -0.38
C (4.482, 2.198, 0.682)  -0.84
C (4.089, 1.021, 0.068)  -0.32
H (4.746, 0.166, 0.102)  0.41
H (5.435, 2.241, 1.186)  0.41
H (3.967, 4.229, 1.130)  0.38
H (1.779, 4.095, -0.046)  0.45
F (0.875, 2.030, -1.236)  -0.32
H (2.014, -0.141, -2.254)  0.54
H (0.690, -3.492, 1.483)  0.40
H (-0.424, -2.119, 1.310)  0.17
H (0.831, -2.092, 2.550)  0.36

***

ΔE to the lowest compared entry with this formula, charge and spin across the listed records, respectively: 0.000; 0.000 eV.